A structure of composition C27H47BClF4NO7P. Source: OMol25; level of theory: ωB97M-V with the def2-TZVPD basis set.

```
89
Properties=species:S:1:pos:R:3
C -2.471 0.075 -6.926
C -1.344 -0.308 -6.316
C -0.048 0.377 -6.589
O 0.771 0.016 -7.394
O 0.075 1.479 -5.825
C 1.424 1.843 -5.479
C 1.434 3.285 -4.964
C 1.920 3.362 -3.508
C 0.804 2.916 -2.576
C 1.047 3.150 -1.075
C 0.140 2.244 -0.214
C 0.716 1.060 0.596
C 1.801 1.492 1.593
O 1.734 2.896 1.816
O 3.052 3.391 2.040
C -0.569 0.716 1.508
C -0.577 -0.793 1.946
C -0.527 -0.629 3.491
C -1.727 0.144 4.072
O -2.209 -0.552 5.229
C -3.570 -0.412 5.432
O -4.060 0.673 5.494
C -4.343 -1.683 5.595
C -5.647 -1.666 4.775
C -1.850 -1.583 1.565
F -2.842 -0.728 1.235
F -1.613 -2.328 0.439
C -2.437 -2.600 2.594
F -3.736 -2.780 2.242
F -1.818 -3.785 2.445
N 0.689 -1.275 1.246
C 1.788 -1.720 2.183
Cl 1.118 -3.212 2.936
C 3.104 -2.146 1.558
C 4.027 -2.762 2.637
C 0.917 -0.349 -0.005
B 2.286 -0.512 -0.855
C 3.235 0.633 -1.360
O 2.591 -1.800 -1.245
P -0.075 -0.663 -1.538
C -0.029 -2.446 -1.940
C -1.825 -0.135 -1.569
H -2.459 0.491 -7.928
H -3.443 -0.037 -6.462
H -1.345 -1.165 -5.649
H 1.755 1.162 -4.691
H 2.091 1.738 -6.330
H 0.401 3.634 -4.992
H 2.005 3.943 -5.616
H 2.812 2.738 -3.422
H 2.219 4.391 -3.299
H -0.104 3.455 -2.856
H 0.575 1.858 -2.739
H 2.106 3.122 -0.825
H 0.722 4.174 -0.880
H -0.693 1.942 -0.840
H -0.314 2.892 0.538
H 2.813 1.235 1.280
H 1.665 1.016 2.568
H 3.338 3.672 1.157
H -1.509 1.098 1.124
H -0.411 1.372 2.363
H 0.371 -0.106 3.809
H -0.482 -1.574 4.030
H -2.542 0.343 3.377
H -1.381 1.122 4.410
H -4.590 -1.824 6.647
H -3.744 -2.545 5.309
H -5.844 -2.665 4.395
H -6.500 -1.399 5.395
H -5.616 -0.962 3.948
H -2.435 -2.284 3.633
H 0.488 -2.157 0.758
H 2.015 -1.003 2.962
H 2.940 -2.898 0.794
H 3.650 -1.285 1.170
H 5.049 -2.447 2.426
H 3.808 -2.390 3.636
H 4.023 -3.846 2.605
H 3.536 1.388 -0.639
H 2.743 1.104 -2.211
H 4.159 0.213 -1.766
H 3.530 -1.883 -1.440
H 0.102 -3.119 -1.094
H -0.979 -2.684 -2.418
H 0.762 -2.617 -2.661
H -1.997 0.349 -2.532
H -2.491 -0.997 -1.533
H -2.153 0.549 -0.798
```

Properties
charge	+1
relative energy (zero: lowest compared OMol25 entry of this formula, charge and spin)	0.00	kJ/mol
LUMO level	-2.1929	eV
2S+1	1



A cluster of 5 separate species, C27H47Br3Cl8F3N2O in total. Source: OMol25; level of theory: ωB97M-V with the def2-TZVPD basis set.

```
91
Properties=species:S:1:pos:R:3
C 2.268 -1.277 2.623
O 2.831 -2.568 2.493
C 2.524 -3.120 1.205
C 3.676 -2.832 0.235
C 3.480 -3.427 -1.183
C 2.923 -2.394 -2.219
C 1.614 -1.806 -1.671
C 0.796 -0.950 -2.663
C -0.494 -0.476 -1.901
C -0.501 1.060 -1.619
C -0.311 1.472 -0.183
N -0.866 0.966 0.906
C -1.827 -0.144 1.029
C -3.080 0.040 0.136
C -4.220 -0.920 0.531
F -3.959 -1.621 1.665
Br -5.877 0.101 0.842
C -4.550 -1.942 -0.603
F -5.253 -1.395 -1.592
F -3.395 -2.448 -1.077
Br -5.615 -3.437 0.082
C -0.443 1.659 2.068
C 0.377 2.585 1.562
N 0.474 2.501 0.198
C 1.223 3.344 -0.720
C 2.771 3.138 -0.720
C 3.317 2.838 -2.145
Br 3.404 1.709 0.445
H 1.166 -1.314 2.734
H 2.685 -0.746 3.482
H 2.463 -0.738 1.681
H 2.294 -4.189 1.307
H 1.578 -2.642 0.901
H 4.614 -3.169 0.687
H 3.735 -1.737 0.116
H 2.768 -4.268 -1.147
H 4.450 -3.763 -1.567
H 2.815 -2.837 -3.210
H 3.656 -1.570 -2.210
H 0.953 -2.635 -1.354
H 1.774 -1.189 -0.773
H 0.446 -1.527 -3.531
H 1.386 -0.077 -2.976
H -1.367 -0.689 -2.531
H -0.579 -1.105 -1.013
H 0.241 1.504 -2.285
H -1.476 1.457 -1.943
H -2.190 -0.115 2.058
H -1.405 -1.124 0.797
H -3.446 1.069 0.153
H -2.857 -0.164 -0.920
H -0.706 1.469 3.091
H 0.919 3.328 2.136
H 0.854 3.278 -1.742
H 1.043 4.380 -0.402
H 3.239 4.077 -0.415
H 3.330 1.746 -2.307
H 2.774 3.380 -2.928
H 4.361 3.173 -2.132
Cl -2.918 2.503 2.303
C -3.968 3.443 3.413
C -5.410 3.429 2.981
Cl -5.670 4.338 1.470
H -3.574 4.455 3.467
H -3.876 2.986 4.398
H -6.024 3.900 3.746
H -5.772 2.415 2.829
Cl 0.628 -3.736 -4.528
C 0.505 -5.267 -3.621
C -0.904 -5.801 -3.598
Cl -1.987 -4.774 -2.625
H 0.882 -5.094 -2.615
H 1.163 -5.980 -4.115
H -0.913 -6.792 -3.147
H -1.319 -5.876 -4.600
Cl -3.456 1.763 7.148
C -4.482 2.688 8.279
C -5.933 2.673 7.869
Cl -6.208 3.596 6.368
H -4.093 3.701 8.335
H -4.372 2.224 9.258
H -6.541 3.137 8.644
H -6.295 1.660 7.712
Cl 4.302 0.613 -4.581
C 5.951 0.612 -5.261
C 6.698 1.881 -4.938
Cl 6.016 3.295 -5.781
H 5.871 0.454 -6.334
H 6.472 -0.242 -4.828
H 7.734 1.789 -5.259
H 6.687 2.089 -3.871
```

Properties
charge	+1
LUMO level	-1.9517	eV
2S+1	1



| no. | HOMO energy (eV) |
| --- | --- |
| 1 | -11.35 |
| 2 | -11.67 |